# 1
The following is a quantum chemistry calculation of a 33-piece molecular cluster, H66O33 overall, from the OMol25 dataset.

Positions of all 99 atoms, in Å:
O 2.017 1.634 -1.596
H 2.602 1.028 -2.051
H 1.731 2.246 -2.273
O -0.184 -5.200 3.116
H -0.954 -5.129 2.551
H -0.177 -6.115 3.398
O 4.305 2.895 1.407
H 4.577 2.265 0.740
H 5.112 3.345 1.656
O -2.560 0.899 2.662
H -2.437 1.542 3.360
H -3.508 0.866 2.530
O 1.693 -2.900 -0.127
H 2.456 -2.374 0.111
H 1.375 -2.508 -0.940
O -2.275 -1.767 1.927
H -1.578 -1.784 2.583
H -2.365 -0.842 1.696
O 0.939 4.767 -2.817
H 1.493 5.415 -3.251
H 0.937 4.016 -3.410
O 0.650 -0.151 -4.537
H -0.085 0.243 -4.066
H 0.595 0.218 -5.419
O 0.559 5.518 0.231
H -0.365 5.752 0.319
H 0.601 5.005 -0.576
O -4.244 -1.320 3.921
H -5.028 -1.109 3.414
H -3.635 -1.687 3.280
O 2.119 -4.362 1.939
H 1.969 -3.745 1.222
H 1.243 -4.660 2.186
O -1.943 -1.113 -3.154
H -2.321 -1.611 -3.879
H -1.898 -1.739 -2.431
O -0.608 -2.548 3.936
H -0.766 -2.632 4.877
H -0.227 -3.388 3.681
O -1.135 2.834 0.699
H -1.038 1.900 0.516
H -0.335 3.072 1.167
O -0.706 0.026 0.063
H -0.497 -0.899 0.191
H 0.098 0.408 -0.289
O -0.855 -4.219 -2.989
H -0.821 -4.754 -2.196
H -0.265 -3.487 -2.810
O -3.992 3.504 -0.195
H -4.924 3.632 -0.372
H -3.812 2.612 -0.493
O 4.420 -0.507 -2.301
H 5.272 -0.764 -2.655
H 3.802 -0.683 -3.010
O 3.324 -0.783 1.143
H 4.243 -0.805 1.411
H 2.864 -0.415 1.897
O -3.827 0.461 -0.324
H -4.338 -0.120 -0.887
H -2.959 0.058 -0.288
O 3.396 -0.787 -4.559
H 2.480 -0.573 -4.384
H 3.519 -0.578 -5.485
O -2.036 -5.556 -0.618
H -2.417 -5.889 0.194
H -1.328 -6.168 -0.820
O -1.944 -2.459 -0.806
H -1.977 -3.411 -0.713
H -2.083 -2.126 0.081
O 5.166 1.119 -0.309
H 5.740 1.346 -1.041
H 4.741 0.305 -0.580
O 1.678 1.948 1.117
H 2.525 1.949 1.563
H 1.891 1.796 0.196
O -3.558 -4.465 3.178
H -2.800 -4.027 2.792
H -3.308 -4.617 4.090
O 0.944 -2.232 -2.716
H 1.498 -2.284 -3.494
H 0.417 -1.444 -2.848
O -2.419 3.772 -2.452
H -1.596 4.216 -2.248
H -2.965 3.911 -1.678
O -0.580 1.784 -3.113
H -0.924 1.304 -2.359
H -1.277 2.397 -3.346
O 0.591 3.195 4.394
H 1.103 3.385 3.607
H 0.251 2.312 4.251
O 0.011 0.171 4.694
H 0.197 -0.687 4.312
H -0.895 0.107 4.996
O -3.446 4.466 2.406
H -4.019 4.240 1.674
H -2.786 3.773 2.417
O 4.332 3.346 -2.368
H 3.561 3.901 -2.483
H 3.985 2.518 -2.036

The charge is 0. As for the molar mass: 594.50 g mol⁻¹. The calculation puts the gap between HOMO and LUMO at 9.657 eV. Its spin multiplicity is 1. The value obtained for the LUMO energy is -0.49 eV.

Okay, here come the Mulliken numbers, in e, for every atom: number 1, O, carries 0.1222; number 2, H, carries 0.0283; number 3, H, carries -0.0518; number 4, O, carries -0.6719; number 5, H, carries 0.2864; number 6, H, carries 0.2752; number 7, O, carries -0.6161; number 8, H, carries 0.4103; number 9, H, carries 0.2679; number 10, O, carries -0.4996; number 11, H, carries 0.1739; number 12, H, carries 0.2314; number 13, O, carries -0.7593; number 14, H, carries 0.2980; number 15, H, carries 0.2604; number 16, O, carries -0.8540; number 17, H, carries 0.5640; number 18, H, carries 0.1091; number 19, O, carries -0.5354; number 20, H, carries 0.2754; number 21, H, carries 0.2369; number 22, O, carries -0.5572; number 23, H, carries 0.1970; number 24, H, carries 0.2119; number 25, O, carries -0.6278; number 26, H, carries 0.3189; number 27, H, carries 0.2727; number 28, O, carries -0.6555; number 29, H, carries 0.2878; number 30, H, carries 0.3697; number 31, O, carries -0.6900; number 32, H, carries 0.6913; number 33, H, carries 0.3550; number 34, O, carries -0.4909; number 35, H, carries 0.3391; number 36, H, carries 0.3617; number 37, O, carries -0.6190; number 38, H, carries 0.2880; number 39, H, carries 0.2360; number 40, O, carries 0.2336; number 41, H, carries 0.0260; number 42, H, carries 0.1651; number 43, O, carries 1.0124; number 44, H, carries -0.2134; number 45, H, carries -0.3571; number 46, O, carries -0.6007; number 47, H, carries 0.2801; number 48, H, carries 0.5152; number 49, O, carries -0.6413; number 50, H, carries 0.2487; number 51, H, carries 0.3655; number 52, O, carries -0.5631; number 53, H, carries 0.2383; number 54, H, carries 0.4097; number 55, O, carries -0.4441; number 56, H, carries 0.2592; number 57, H, carries 0.1713; number 58, O, carries -0.6240; number 59, H, carries 0.2616; number 60, H, carries 0.1848; number 61, O, carries -0.6677; number 62, H, carries 0.2320; number 63, H, carries 0.3014; number 64, O, carries -0.6360; number 65, H, carries 0.2369; number 66, H, carries 0.3246; number 67, O, carries -0.3012; number 68, H, carries 0.1008; number 69, H, carries 0.1775; number 70, O, carries -0.6101; number 71, H, carries 0.2433; number 72, H, carries 0.2562; number 73, O, carries -0.2432; number 74, H, carries 0.1964; number 75, H, carries 0.0580; number 76, O, carries -0.5821; number 77, H, carries 0.2135; number 78, H, carries 0.3359; number 79, O, carries -0.8398; number 80, H, carries 0.2087; number 81, H, carries 0.3434; number 82, O, carries -0.7415; number 83, H, carries 0.2865; number 84, H, carries 0.4132; number 85, O, carries -0.4367; number 86, H, carries 0.1369; number 87, H, carries 0.2688; number 88, O, carries -0.6518; number 89, H, carries 0.3205; number 90, H, carries 0.3296; number 91, O, carries -0.5596; number 92, H, carries 0.3091; number 93, H, carries 0.2557; number 94, O, carries -0.6568; number 95, H, carries 0.3320; number 96, H, carries 0.2749; number 97, O, carries -0.6677; number 98, H, carries 0.3129; number 99, H, carries 0.3573

=====

# 2
The following is a quantum chemistry calculation of a 34-piece molecular cluster, H68O34 overall, from the OMol25 dataset.

Positions of all 102 atoms, in Å:
O 0.420 -0.259 -0.164
H -0.227 0.324 -0.562
H 0.044 -0.489 0.686
O 5.573 -2.308 0.671
H 4.993 -1.562 0.516
H 5.072 -2.884 1.248
O 1.667 0.733 4.257
H 1.009 0.357 3.672
H 2.157 1.344 3.706
O -0.290 -0.148 2.554
H -0.831 -0.632 3.178
H -0.639 0.744 2.575
O -0.755 5.109 -2.236
H -0.603 5.656 -3.007
H 0.118 4.958 -1.873
O 0.351 2.489 -3.687
H 1.204 2.923 -3.686
H 0.050 2.552 -4.593
O -2.642 -2.748 -3.333
H -2.453 -3.128 -2.475
H -1.842 -2.889 -3.839
O -0.080 4.278 2.430
H -0.661 4.896 1.986
H -0.644 3.538 2.655
O 2.815 -4.315 -0.860
H 2.981 -4.048 0.044
H 1.897 -4.089 -1.012
O -0.301 -1.781 -5.471
H -0.297 -0.869 -5.761
H -0.223 -1.731 -4.518
O -2.807 2.073 -4.918
H -2.771 1.147 -4.679
H -2.797 2.538 -4.081
O -2.558 -1.203 3.399
H -2.482 -2.093 3.057
H -3.498 -1.019 3.380
O 0.067 -4.068 0.034
H -0.512 -4.568 0.609
H 0.605 -3.547 0.629
O -3.780 -0.399 -4.177
H -3.276 -1.213 -4.142
H -4.072 -0.258 -3.277
O 2.927 -0.561 -4.249
H 2.200 -0.165 -4.729
H 3.210 -1.291 -4.800
O 0.611 -2.982 4.131
H -0.311 -3.169 4.308
H 0.944 -2.621 4.953
O 1.020 -1.597 -2.538
H 1.682 -0.987 -2.863
H 0.797 -1.267 -1.667
O -1.482 0.426 5.802
H -1.984 0.362 4.989
H -1.454 1.363 5.993
O 3.838 1.659 2.915
H 4.696 2.083 2.883
H 3.364 2.019 2.166
O -0.941 1.672 -1.368
H -1.772 2.123 -1.517
H -0.462 1.774 -2.191
O -5.100 0.126 -1.458
H -4.548 0.058 -0.678
H -5.633 -0.669 -1.443
O 5.639 0.654 0.513
H 4.739 0.328 0.486
H 6.039 0.194 1.251
O 1.613 2.135 1.363
H 1.055 2.904 1.254
H 1.240 1.481 0.772
O 4.494 -2.813 -2.859
H 3.786 -3.052 -2.261
H 4.901 -2.047 -2.455
O -0.051 -4.061 -2.961
H -0.104 -4.465 -2.095
H 0.363 -3.212 -2.805
O 3.305 -0.571 0.597
H 3.301 -1.245 1.276
H 2.390 -0.502 0.322
O -3.949 0.353 0.997
H -4.573 0.045 1.655
H -3.104 0.347 1.447
O -2.919 3.264 -2.462
H -2.242 3.795 -2.042
H -3.601 3.891 -2.702
O -2.973 -3.546 2.260
H -3.872 -3.487 2.583
H -3.062 -3.572 1.307
O -1.730 2.164 3.164
H -1.452 2.603 3.968
H -2.584 2.549 2.964
O -4.529 3.138 0.094
H -4.421 2.198 -0.056
H -3.898 3.344 0.784
O -1.932 5.394 0.242
H -2.526 6.116 0.039
H -1.705 5.022 -0.610
O 2.227 -3.050 1.840
H 3.059 -3.355 2.202
H 1.701 -2.824 2.607
O 4.490 -1.001 3.203
H 3.940 -0.221 3.130
H 5.360 -0.662 3.417

The charge is 0. As for the molar mass: 612.51 g mol⁻¹. The calculation puts the gap between HOMO and LUMO at 8.547 eV. Its spin multiplicity is 1. The value obtained for the LUMO energy is -1.37 eV.

Mulliken population analysis, charges in e, atoms 1 to 99: number 1, O, carries -0.0799; number 2, H, carries 0.1926; number 3, H, carries 0.0939; number 4, O, carries -0.6171; number 5, H, carries 0.3776; number 6, H, carries 0.2887; number 7, O, carries -0.7253; number 8, H, carries 0.3325; number 9, H, carries 0.3851; number 10, O, carries 0.6699; number 11, H, carries -0.1369; number 12, H, carries 0.0234; number 13, O, carries -0.6014; number 14, H, carries 0.2575; number 15, H, carries 0.2694; number 16, O, carries -0.4907; number 17, H, carries 0.2341; number 18, H, carries 0.2470; number 19, O, carries -0.6999; number 20, H, carries 0.2532; number 21, H, carries 0.3152; number 22, O, carries -0.6576; number 23, H, carries 0.2882; number 24, H, carries 0.4344; number 25, O, carries -0.6793; number 26, H, carries 0.3463; number 27, H, carries 0.3146; number 28, O, carries -0.6311; number 29, H, carries 0.3077; number 30, H, carries 0.2394; number 31, O, carries -0.6611; number 32, H, carries 0.3520; number 33, H, carries 0.3875; number 34, O, carries -0.4572; number 35, H, carries 0.2038; number 36, H, carries 0.1941; number 37, O, carries -0.5271; number 38, H, carries 0.2216; number 39, H, carries 0.2371; number 40, O, carries -0.6412; number 41, H, carries 0.4514; number 42, H, carries 0.3310; number 43, O, carries -0.6254; number 44, H, carries 0.2529; number 45, H, carries 0.3408; number 46, O, carries -0.6256; number 47, H, carries 0.2441; number 48, H, carries 0.2874; number 49, O, carries 0.0453; number 50, H, carries 0.2447; number 51, H, carries 0.2729; number 52, O, carries -0.5609; number 53, H, carries 0.2507; number 54, H, carries 0.2932; number 55, O, carries -0.6513; number 56, H, carries 0.3019; number 57, H, carries 0.2886; number 58, O, carries -0.7325; number 59, H, carries 0.3512; number 60, H, carries 0.0613; number 61, O, carries -0.6391; number 62, H, carries 0.3756; number 63, H, carries 0.3038; number 64, O, carries -0.6816; number 65, H, carries 0.2187; number 66, H, carries 0.2804; number 67, O, carries -0.5345; number 68, H, carries 0.2062; number 69, H, carries 0.2566; number 70, O, carries -0.6312; number 71, H, carries 0.3438; number 72, H, carries 0.3023; number 73, O, carries -0.6808; number 74, H, carries 0.2950; number 75, H, carries 0.2738; number 76, O, carries 0.4098; number 77, H, carries 0.0102; number 78, H, carries -0.1786; number 79, O, carries -0.5202; number 80, H, carries 0.2056; number 81, H, carries 0.2020; number 82, O, carries -0.6485; number 83, H, carries 0.1138; number 84, H, carries 0.2486; number 85, O, carries -0.6785; number 86, H, carries 0.3037; number 87, H, carries 0.3200; number 88, O, carries -0.6590; number 89, H, carries 0.2810; number 90, H, carries 0.1992; number 91, O, carries -0.6156; number 92, H, carries 0.3105; number 93, H, carries 0.2650; number 94, O, carries -0.5785; number 95, H, carries 0.2901; number 96, H, carries 0.3543; number 97, O, carries -0.4754; number 98, H, carries 0.2685; number 99, H, carries 0.1508

=====

# 3
The following is a quantum chemistry calculation of a 2-piece molecular cluster, H6N2 overall, from the OMol25 dataset.

Positions of all 8 atoms, in Å:
N -1.859 -1.834 0.468
H -1.409 -1.475 1.346
H -1.502 -1.326 -0.370
H -1.400 -2.757 0.425
N 1.745 1.942 -0.501
H 1.895 0.929 -0.643
H 1.093 2.341 -1.152
H 1.437 2.181 0.428

Its structure (SMILES) is N.N. The charge is 0. As for the molar mass: 34.06 g mol⁻¹. The calculation puts the gap between HOMO and LUMO at 10.768 eV. Its spin multiplicity is 1. The value obtained for the LUMO energy is 0.81 eV.

Okay, here come the natural (NBO) numbers, in e, for every atom: number 1, N, carries -1.0675; number 2, H, carries 0.3566; number 3, H, carries 0.3597; number 4, H, carries 0.3509; number 5, N, carries -1.0896; number 6, H, carries 0.3671; number 7, H, carries 0.3610; number 8, H, carries 0.3617

=====

# 4
The following is a quantum chemistry calculation of a 2-piece molecular cluster, H6N4O2 overall, from the OMol25 dataset.

Positions of all 12 atoms, in Å:
N 1.352 1.822 1.436
N -0.350 -2.086 -1.672
N 0.042 1.941 0.949
N -1.054 -1.712 -0.519
O -0.324 1.201 -0.035
O -0.610 -1.124 0.525
H 1.465 0.823 1.294
H 1.977 2.326 0.764
H 0.622 -1.850 -1.462
H -0.613 -1.398 -2.357
H -0.468 2.056 1.768
H -2.039 -2.000 -0.693

The charge is 0. As for the molar mass: 94.07 g mol⁻¹. The calculation puts the gap between HOMO and LUMO (alpha / beta) at 9.810 / 8.436 eV. Its spin multiplicity is 1. The value obtained for the LUMO energy (alpha / beta) is 1.07 / 0.47 eV.

Okay, here come the natural (NBO) numbers, in e, for every atom: number 1, N, carries -0.6810; number 2, N, carries -0.6490; number 3, N, carries -0.0310; number 4, N, carries 0.0014; number 5, O, carries -0.3482; number 6, O, carries -0.3901; number 7, H, carries 0.3607; number 8, H, carries 0.3526; number 9, H, carries 0.3613; number 10, H, carries 0.3521; number 11, H, carries 0.3374; number 12, H, carries 0.3337

=====

So what do the calculations give for energy above the lowest of the compared OMol25 structures with the same formula, charge and spin? Going down the list: 97.0 110.3 5.8 58.6 kcal/mol.